This record from the OMol25 dataset describes C20H19N2O3Pt as an isolated structure. The level of theory is ωB97M-V with the def2-TZVPD basis set.

Last column: Löwdin charge in e.
Atoms and positions in Å:
Pt (0.90744, -0.61516, -0.08826)  1.28
C (2.10871, 1.38365, -2.24733)  -0.01
O (2.00065, 0.96291, -0.87300)  -0.28
C (2.54879, 1.75449, 0.13423)  -0.20
C (3.25396, 2.91478, -0.11365)  0.00
C (3.72155, 3.65061, 0.96783)  -0.05
C (3.47436, 3.23823, 2.26812)  -0.06
C (2.75431, 2.08027, 2.50854)  0.01
C (2.29510, 1.32961, 1.43744)  -0.17
N (1.55379, 0.12223, 1.58604)  -0.14
N (1.58887, -0.45634, 2.70083)  0.12
C (0.97297, -1.62781, 2.95502)  -0.13
C (0.11026, -2.31380, 2.05512)  -0.30
O (-0.20666, -1.90189, 0.86223)  -0.22
C (-0.53031, -3.50910, 2.49082)  0.00
C (-0.29190, -4.01382, 3.72426)  0.02
C (0.58828, -3.37919, 4.65117)  -0.17
C (0.81935, -3.93436, 5.92348)  -0.02
C (1.65965, -3.31406, 6.81005)  -0.06
C (2.29046, -2.11870, 6.44053)  -0.06
C (2.08142, -1.56104, 5.20207)  -0.02
C (1.22229, -2.18029, 4.27918)  -0.10
H (3.15932, 1.49264, -2.50877)  0.11
H (1.57046, 2.32026, -2.37956)  0.11
H (1.65868, 0.59073, -2.83304)  0.08
H (3.43560, 3.25774, -1.12104)  0.12
H (4.27181, 4.56281, 0.78385)  0.12
H (3.83352, 3.82699, 3.10028)  0.12
H (2.53647, 1.74850, 3.51314)  0.12
H (-1.20875, -3.98789, 1.79815)  0.12
H (-0.78066, -4.93162, 4.02944)  0.13
H (0.32016, -4.85785, 6.18963)  0.12
H (1.83593, -3.74063, 7.78781)  0.11
H (2.95286, -1.62606, 7.14010)  0.11
H (2.58038, -0.64218, 4.93204)  0.10
C (2.23962, -3.17261, -3.27274)  0.01
C (1.28806, -2.83303, -2.17618)  -0.43
C (0.69376, -3.94474, -1.38813)  0.01
O (1.02871, -1.64311, -1.96635)  -0.11
H (1.91017, -4.05306, -3.82257)  0.10
H (3.19798, -3.42377, -2.80844)  0.11
H (2.38097, -2.32938, -3.94318)  0.09
H (0.07434, -4.54031, -2.06369)  0.11
H (0.09075, -3.57727, -0.56564)  0.06
H (1.48349, -4.60554, -1.02452)  0.11

- Energy above the lowest of the compared OMol25 structures with the same formula, charge and spin: 0.0 kJ/mol
- E_LUMO: -3.89 eV
- Total charge: +1
- DFT total energy: -33410.8830 eV
- HOMO energy: -10.7078 eV